[1]
{"formula": "C11H21N2", "method": "ωB97M-V with the def2-TZVPD basis set", "charge": 1, "homo_ev": -12.72, "e_tot_ha": -540.97456, "smiles": "CC[n+]1c(C)c(C)n(C)c1C(C)C", "elements": ["C", "C", "N", "C", "C", "C", "C", "N", "C", "C", "C", "C", "C", "H", "H", "H", "H", "H", "H", "H", "H", "H", "H", "H", "H", "H", "H", "H", "H", "H", "H", "H", "H", "H"], "positions_angstrom": [[-1.7267, -0.0461, -2.7349], [-0.4455, 0.5648, -2.2195], [0.0822, 0.0200, -0.9758], [0.7587, -1.2072, -0.9493], [0.8639, -2.0213, -2.2231], [1.0571, -1.4232, 0.3592], [1.7871, -2.6039, 0.9424], [0.6246, -0.3730, 1.0611], [0.9508, -0.2726, 2.4936], [0.0270, 0.5391, 0.2682], [-0.6557, 1.8091, 0.6392], [0.1666, 2.7858, 1.4864], [-1.9155, 1.3842, 1.3835], [-1.7129, -0.2299, -3.8333], [-2.7800, 0.4390, -2.4765], [-1.7264, -1.1082, -2.2792], [-0.5881, 1.6753, -1.9732], [0.3071, 0.5111, -2.9467], [1.6554, -2.6382, -1.8806], [-0.0112, -2.5534, -2.3603], [1.2197, -1.4039, -2.9931], [2.7780, -2.3877, 1.0739], [1.4201, -3.1095, 1.9150], [1.7430, -3.3765, 0.1875], [1.1738, -1.1690, 2.8429], [1.7177, 0.3656, 2.5909], [-0.0958, 0.1153, 2.9237], [-0.9037, 2.4309, -0.2572], [-0.2022, 3.8498, 1.5507], [1.1297, 2.9545, 1.1041], [0.2072, 2.4575, 2.5988], [-2.8704, 1.6427, 0.7136], [-2.0441, 2.0220, 2.3177], [-1.9915, 0.3568, 1.6499]], "forces_ev_per_angstrom": [[-2.219, -2.141, 0.601], [-1.358, 3.367, 1.398], [0.363, -0.662, 0.542], [-1.507, 0.879, -0.582], [1.630, 1.183, 3.441], [0.732, -2.144, -1.131], [-2.701, -1.228, 0.547], [-0.027, 1.315, 1.105], [-6.830, 3.088, -1.734], [0.626, -0.312, -1.177], [-0.053, 0.979, 0.181], [-0.721, 0.497, 2.724], [-3.312, 2.877, -0.411], [0.103, 0.433, 0.767], [2.567, -0.749, -0.284], [-0.503, 1.507, -0.764], [0.228, -1.491, -0.780], [1.119, -0.085, -0.902], [0.801, -1.362, -0.696], [-1.627, -1.071, -0.841], [0.167, 0.480, -1.350], [2.674, 0.644, 0.495], [0.135, 1.197, -1.578], [0.025, -0.330, -0.097], [0.785, -3.969, 1.569], [2.555, 2.537, 0.764], [2.769, -0.731, -0.138], [0.081, -1.106, 0.460], [-0.472, -1.285, -0.345], [1.613, -0.258, -0.429], [0.218, 0.417, -1.892], [1.947, -0.742, 1.502], [0.093, -0.910, -1.108], [0.096, -0.823, 0.144]], "nbo_charge": [-0.6451, -0.2253, -0.2876, 0.1554, -0.6347, 0.1441, -0.6541, -0.2851, -0.3680, 0.4646, -0.3051, -0.6112, -0.6201, 0.2462, 0.2450, 0.2159, 0.2216, 0.2260, 0.2383, 0.2374, 0.2329, 0.2342, 0.2451, 0.2432, 0.2186, 0.2172, 0.2223, 0.2510, 0.2478, 0.2217, 0.2125, 0.2401, 0.2370, 0.2183]}

***

[2]
{"formula": "C11H21N2", "method": "ωB97M-V with the def2-TZVPD basis set", "charge": 1, "homo_ev": -12.43, "e_tot_ha": -540.82969, "smiles": "C=C/C=C\\[C@]1(CC)N[C@]1(CC)[NH2+]C", "elements": ["C", "C", "C", "C", "C", "C", "C", "N", "C", "C", "C", "N", "C", "H", "H", "H", "H", "H", "H", "H", "H", "H", "H", "H", "H", "H", "H", "H", "H", "H", "H", "H", "H", "H"], "positions_angstrom": [[3.6583, -2.3158, 0.8579], [2.6923, -1.6073, 0.2412], [1.3509, -2.1437, 0.1019], [0.2282, -1.4003, -0.2700], [-0.1177, -0.0111, -0.7707], [-0.5899, 0.0582, -2.2285], [0.5824, -0.1153, -3.1531], [0.6730, 1.1139, -0.2855], [-0.6555, 0.9417, 0.2168], [-1.8744, 1.8911, 0.2273], [-3.2674, 1.1737, 0.2919], [-0.4908, 0.2600, 1.5315], [-0.0428, 1.0880, 2.6580], [4.6280, -1.9988, 1.0668], [3.6074, -3.3601, 0.9881], [2.9277, -0.7014, -0.1767], [1.3295, -3.1534, 0.3316], [-0.5721, -1.9836, -0.2054], [-1.3733, -0.5738, -2.4774], [-1.1614, 0.9984, -2.4497], [0.8364, -1.1044, -3.2334], [1.2955, 0.5776, -2.9620], [0.2364, 0.0355, -4.1189], [1.4848, 0.9858, 0.3006], [-1.5763, 2.6188, 1.0550], [-1.8219, 2.2721, -0.7901], [-3.5794, 1.5463, 1.2872], [-3.1803, 0.1062, 0.2155], [-4.0748, 1.4116, -0.4209], [0.0257, -0.6293, 1.3550], [-1.3860, -0.1675, 1.9910], [0.7802, 1.5788, 2.2940], [-0.6542, 1.9175, 2.8987], [0.0817, 0.6906, 3.6324]], "forces_ev_per_angstrom": [[-1.229, 0.274, -1.346], [0.562, -2.325, 1.186], [-0.727, 4.347, -1.497], [4.003, -0.403, -0.038], [0.662, -0.837, -0.780], [0.580, 2.245, 0.597], [-2.984, -0.059, 0.060], [-0.662, 1.387, -1.558], [-0.378, -0.906, 1.911], [1.583, -0.515, -1.427], [0.461, 1.263, 1.744], [-3.844, -1.822, 3.841], [-0.024, 0.782, -0.279], [1.396, 1.161, 0.048], [-0.855, -1.167, 0.701], [0.390, 2.450, -0.575], [-0.926, -1.856, 0.523], [-3.763, -2.416, -0.173], [-1.213, -2.191, 0.084], [1.106, -0.073, 0.553], [1.471, -2.459, 0.551], [2.605, 1.675, 0.666], [-0.677, 0.818, -2.069], [-0.179, -0.283, 0.213], [-1.227, -0.449, -1.436], [0.267, 1.122, 0.315], [-0.747, -1.065, -0.387], [0.149, -0.646, 0.449], [0.896, 0.606, 0.035], [0.650, 0.474, 0.281], [1.081, 0.854, -1.872], [2.678, 0.921, -0.254], [-1.604, 0.642, -0.462], [0.500, -1.549, 0.394]], "nbo_charge": [-0.2748, -0.2767, -0.1214, -0.2999, 0.0824, -0.3992, -0.6081, -0.6025, 0.2852, -0.4344, -0.6360, -0.5636, -0.4398, 0.2086, 0.1962, 0.2024, 0.2230, 0.2046, 0.2255, 0.2158, 0.2155, 0.2165, 0.2259, 0.3842, 0.2275, 0.2548, 0.2254, 0.2084, 0.2538, 0.4676, 0.4343, 0.2151, 0.2329, 0.2509]}

***

[3]
{"formula": "C11H21N3O3", "method": "ωB97M-V with the def2-TZVPD basis set", "charge": 0, "homo_ev": -9.03, "e_tot_ha": -821.29747, "elements": ["C", "C", "C", "C", "C", "C", "C", "C", "C", "C", "C", "H", "H", "H", "H", "H", "H", "H", "H", "H", "H", "H", "H", "H", "H", "H", "H", "H", "H", "H", "H", "H", "N", "N", "N", "O", "O", "O"], "positions_angstrom": [[-0.7595, 0.4671, -0.2958], [0.5897, -0.1999, -0.5624], [-1.8714, -0.5074, -0.2915], [-3.1905, 0.1419, -0.1245], [-4.3751, -0.9179, -0.3644], [-5.7994, -0.5138, 0.1180], [3.0415, 0.0430, -0.1701], [3.1797, -1.3963, 0.3801], [3.7361, 1.0210, 0.7036], [3.0551, 2.3972, 0.4132], [1.4938, 1.8426, 0.2449], [-0.8975, 1.5178, -2.2106], [-1.7140, 2.3726, -1.1491], [-0.7746, 0.8439, 0.7492], [-1.6073, -1.1419, 0.6272], [-1.8540, -1.3562, -1.1628], [-3.3912, 0.9279, -0.8545], [-3.3029, 0.8700, 0.7720], [-4.8312, -1.3126, -1.5454], [-4.1299, -2.0261, 0.0763], [-6.1617, 0.2511, -0.5764], [-6.7240, -1.1593, -0.0225], [-6.2103, 1.7245, 0.8852], [-4.3324, -0.0721, 2.3499], [3.4801, -0.0553, -1.1615], [3.6012, 0.8256, 1.9234], [4.7844, 1.1628, 0.4621], [3.4167, 2.4137, -0.7366], [3.2483, 3.1945, 1.0886], [1.0128, 2.0241, 1.4073], [0.8326, 2.3465, -0.5673], [4.3120, -2.8321, 0.0144], [-0.8113, 1.7190, -1.1830], [-5.8029, 0.0704, 1.5405], [1.7261, 0.4173, -0.0143], [0.7857, -1.1598, -1.4283], [2.5356, -1.8824, 1.2930], [4.2862, -1.9866, -0.2496]], "forces_ev_per_angstrom": [[0.440, 1.812, -0.214], [3.505, -2.729, -3.940], [0.534, -3.797, -0.591], [-3.010, 0.578, -0.501], [-2.187, -3.838, -1.055], [0.458, 1.465, 0.629], [1.059, -2.720, 0.659], [0.739, -0.433, 0.976], [0.853, 1.967, 4.196], [-1.683, -4.217, -4.572], [1.412, 2.759, 3.472], [0.591, -0.625, 1.258], [2.296, -2.141, 1.007], [0.411, 0.174, -0.650], [-0.699, 0.566, -1.059], [-0.011, 2.468, 1.709], [0.362, -0.223, -0.786], [0.156, -2.067, -0.652], [2.554, 1.566, 2.765], [-0.218, 2.819, -0.686], [0.628, 0.258, 0.230], [1.662, -0.626, 0.818], [1.477, -3.189, 2.193], [-3.823, 0.664, -2.733], [-0.317, 0.610, -0.493], [0.400, -0.069, -3.256], [0.272, -0.530, 0.300], [-0.741, 1.523, 2.454], [0.144, 0.665, 0.091], [0.917, -0.556, -3.211], [1.556, -0.845, 1.859], [0.334, -5.184, 1.699], [-3.220, 0.681, -1.833], [0.901, 2.412, -0.385], [-5.691, 1.544, -0.856], [-1.411, 3.359, 3.839], [1.332, 0.510, -2.024], [-1.982, 5.389, -0.655]], "nbo_charge": [-0.1318, 0.7038, -0.4260, -0.4452, -0.4018, -0.3092, -0.1785, 0.8239, -0.3870, -0.3943, -0.2457, 0.3761, 0.3808, 0.2190, 0.2214, 0.2462, 0.2061, 0.2340, 0.2189, 0.2128, 0.1845, 0.2215, 0.2145, 0.3038, 0.2270, 0.2112, 0.2249, 0.1891, 0.2300, 0.1721, 0.2823, 0.4808, -0.8754, -0.6488, -0.4542, -0.6290, -0.5701, -0.6877]}